{"formula": "C54H162N24O16P10", "method": "ωB97M-V with the def2-TZVPD basis set", "e_lumo_ev": 0.30, "de_lowest_kj_mol": 0.0, "fmax_ev_per_a": 3.16, "molar_mass_g_mol": 1713.78, "total_energy_ev": -220049.6403, "homo_lumo_gap_ev": 8.59, "species": ["O", "P", "N", "C", "C", "N", "C", "C", "N", "C", "C", "H", "H", "H", "H", "H", "H", "H", "H", "H", "H", "H", "H", "H", "H", "H", "H", "H", "H", "O", "P", "N", "C", "C", "N", "C", "C", "N", "C", "C", "H", "H", "H", "H", "H", "H", "H", "H", "H", "H", "H", "H", "H", "H", "H", "H", "H", "H", "O", "P", "N", "C", "C", "N", "C", "C", "N", "C", "C", "H", "H", "H", "H", "H", "H", "H", "H", "H", "H", "H", "H", "H", "H", "H", "H", "H", "H", "O", "P", "N", "C", "C", "N", "C", "C", "N", "C", "C", "H", "H", "H", "H", "H", "H", "H", "H", "H", "H", "H", "H", "H", "H", "H", "H", "H", "H", "O", "P", "N", "C", "C", "N", "C", "C", "N", "C", "C", "H", "H", "H", "H", "H", "H", "H", "H", "H", "H", "H", "H", "H", "H", "H", "H", "H", "H", "O", "P", "N", "C", "C", "N", "C", "C", "N", "C", "C", "H", "H", "H", "H", "H", "H", "H", "H", "H", "H", "H", "H", "H", "H", "H", "H", "H", "H", "O", "P", "N", "C", "C", "N", "C", "C", "N", "C", "C", "H", "H", "H", "H", "H", "H", "H", "H", "H", "H", "H", "H", "H", "H", "H", "H", "H", "H", "O", "P", "N", "C", "C", "N", "C", "C", "N", "C", "C", "H", "H", "H", "H", "H", "H", "H", "H", "H", "H", "H", "H", "H", "H", "H", "H", "H", "H", "C", "O", "P", "O", "O", "C", "O", "C", "H", "H", "H", "H", "H", "H", "H", "H", "H", "C", "O", "P", "O", "O", "C", "O", "C", "H", "H", "H", "H", "H", "H", "H", "H", "H"], "positions_angstrom": [[-10.82010, -29.16499, -2.49584], [-9.69357, -28.45840, -1.82070], [-8.66104, -27.68292, -2.87670], [-9.49333, -27.05803, -3.93496], [-7.22675, -27.46288, -2.76697], [-8.60199, -29.52743, -1.06911], [-7.94879, -29.05711, 0.15424], [-9.03518, -30.93916, -1.04825], [-10.31693, -27.24489, -0.80798], [-11.57605, -27.51771, -0.10213], [-9.45365, -26.22314, -0.22241], [-10.27845, -27.78253, -4.07281], [-8.93392, -27.11546, -4.86810], [-9.86132, -26.06181, -3.69568], [-6.85523, -27.36061, -3.78003], [-6.63484, -28.24650, -2.26789], [-7.08921, -26.61133, -2.10004], [-7.03622, -29.63066, 0.26691], [-7.59886, -28.04052, -0.02090], [-8.58127, -29.04655, 1.05539], [-9.70374, -31.11109, -1.88995], [-8.19383, -31.64347, -1.07721], [-9.62614, -31.09307, -0.13101], [-11.42464, -27.98298, 0.88614], [-12.17025, -26.61193, -0.00745], [-12.19254, -28.11582, -0.76981], [-9.09441, -26.44530, 0.78159], [-9.89329, -25.23071, -0.25801], [-8.55198, -25.93544, -0.75041], [-14.26104, -26.84953, -6.72332], [-14.52298, -26.87349, -5.24417], [-16.00409, -26.48665, -4.55769], [-17.14590, -27.38903, -4.91986], [-16.32007, -25.03477, -4.62689], [-13.53776, -25.63573, -4.52044], [-12.36781, -25.25200, -5.33563], [-13.24571, -25.76414, -3.04332], [-14.35205, -28.41232, -4.65485], [-14.61860, -28.75899, -3.27809], [-13.12415, -29.05118, -5.19564], [-17.84893, -27.31423, -4.10023], [-16.86500, -28.44625, -4.88982], [-17.50605, -27.27344, -5.94523], [-16.78726, -24.72450, -5.56363], [-15.45808, -24.45053, -4.34052], [-17.12146, -24.77996, -3.93167], [-12.79763, -24.89745, -6.24816], [-11.96073, -24.48843, -4.68635], [-11.62105, -26.02152, -5.52017], [-12.42826, -26.46404, -2.87824], [-13.06127, -24.72912, -2.71374], [-14.19212, -26.07278, -2.61082], [-15.03031, -29.75793, -3.14096], [-13.73908, -28.79035, -2.62778], [-15.32722, -28.09576, -2.79433], [-12.32245, -28.83187, -4.49019], [-12.96233, -28.61689, -6.17781], [-13.36449, -30.09648, -5.37633], [-10.30205, -22.27484, -5.33214], [-9.19419, -21.76135, -4.49301], [-7.71267, -22.08038, -5.25600], [-6.60608, -21.26721, -4.76105], [-7.82750, -22.19501, -6.72859], [-8.80311, -22.38582, -2.97231], [-7.96350, -23.59329, -2.78189], [-9.92193, -22.29235, -2.00328], [-9.58006, -20.16030, -4.03079], [-8.87345, -19.44282, -3.01124], [-10.31907, -19.39056, -5.07022], [-6.59180, -20.28201, -5.24635], [-5.65466, -21.73325, -5.04571], [-6.64761, -21.13718, -3.67325], [-7.13108, -22.92840, -7.07960], [-7.79670, -21.19448, -7.13722], [-8.81952, -22.59793, -6.90147], [-7.32491, -23.74500, -3.62175], [-7.20258, -23.42900, -2.00338], [-8.64356, -24.41198, -2.57631], [-10.51384, -23.20476, -2.08032], [-9.61136, -22.09402, -0.98044], [-10.56862, -21.46857, -2.29640], [-8.23319, -18.65810, -3.45307], [-9.53066, -18.87082, -2.34243], [-8.21679, -20.08556, -2.44363], [-11.16883, -18.90546, -4.60547], [-10.75326, -20.04311, -5.82178], [-9.64522, -18.76355, -5.64490], [-8.54362, -27.52971, -10.33985], [-9.91852, -26.99502, -10.14840], [-9.76699, -25.39252, -9.78758], [-8.39977, -24.88417, -9.58677], [-10.90954, -24.75810, -9.06462], [-10.75255, -27.83439, -9.02835], [-12.23574, -27.86861, -8.89012], [-9.87514, -28.04327, -7.87158], [-11.09367, -26.91336, -11.34730], [-11.23969, -28.27219, -11.98833], [-10.90427, -25.80259, -12.32209], [-8.14568, -24.67614, -8.54333], [-8.18851, -23.94584, -10.10635], [-7.62016, -25.47861, -10.05814], [-11.74951, -24.66194, -9.74588], [-10.68390, -23.78811, -8.61078], [-11.19199, -25.37140, -8.20749], [-12.67042, -27.11151, -8.24761], [-12.58510, -27.81699, -9.91492], [-12.38939, -28.86848, -8.49880], [-9.23506, -27.23603, -7.51626], [-10.47059, -28.18980, -6.96988], [-9.21831, -28.91608, -7.93764], [-12.17006, -28.31484, -12.56258], [-10.39781, -28.47438, -12.65914], [-11.15775, -29.04434, -11.22276], [-11.62402, -26.07563, -13.09207], [-9.90336, -25.79075, -12.73175], [-11.20814, -24.89686, -11.81880], [-15.17422, -31.70030, -1.46559], [-14.89585, -32.42581, -0.21648], [-16.08433, -32.90330, 0.87839], [-16.98560, -33.93723, 0.29514], [-16.80081, -31.72554, 1.47079], [-13.95949, -31.56980, 0.86775], [-13.10685, -30.55895, 0.30228], [-13.86630, -31.76869, 2.31122], [-14.31402, -33.91891, -0.60930], [-13.84995, -34.03351, -2.01201], [-13.39112, -34.46481, 0.42184], [-17.76941, -33.49655, -0.32432], [-17.47756, -34.38514, 1.16512], [-16.30138, -34.58094, -0.22174], [-17.55161, -31.34887, 0.77411], [-16.14040, -30.87930, 1.59531], [-17.23038, -32.17732, 2.34402], [-12.04619, -30.61714, 0.59189], [-13.03657, -30.61516, -0.77446], [-13.37287, -29.51650, 0.48446], [-13.96714, -30.83331, 2.87160], [-14.57202, -32.53321, 2.61914], [-12.91747, -32.20579, 2.62383], [-14.53997, -33.45886, -2.60716], [-12.83253, -33.64164, -2.10738], [-13.93676, -35.09985, -2.26407], [-12.44668, -33.93592, 0.36745], [-13.18531, -35.49837, 0.11961], [-13.97784, -34.58157, 1.31840], [-20.78902, -25.58624, -4.80230], [-22.13079, -25.42074, -4.18498], [-22.23546, -26.45506, -2.87275], [-23.38509, -26.34302, -2.00788], [-21.07828, -27.31417, -2.54063], [-23.65199, -25.72496, -4.87010], [-23.80487, -24.92300, -6.12453], [-23.81353, -27.17609, -5.11020], [-22.38652, -23.82505, -3.85163], [-23.57087, -23.35285, -3.09427], [-21.06889, -23.38688, -3.36960], [-24.19443, -25.74466, -2.41232], [-23.11961, -25.92321, -1.02850], [-23.68128, -27.38750, -1.86354], [-20.65681, -27.07221, -1.55440], [-20.39790, -27.08072, -3.33965], [-21.29247, -28.38155, -2.44233], [-24.83542, -24.78635, -6.44634], [-23.48095, -23.89224, -5.94770], [-23.14830, -25.26158, -6.92145], [-23.23993, -27.64097, -5.90847], [-23.78174, -27.74765, -4.19444], [-24.83686, -27.32103, -5.44531], [-24.47758, -23.81754, -3.47165], [-23.47097, -23.57870, -2.03421], [-23.72978, -22.28854, -3.30759], [-21.06693, -22.29303, -3.39743], [-20.28787, -23.75904, -4.01144], [-20.84339, -23.71907, -2.34862], [-16.54366, -33.56782, -8.78573], [-15.95057, -32.96916, -7.55935], [-15.17077, -31.51189, -7.45293], [-13.87533, -31.54503, -8.14121], [-16.02641, -30.36835, -7.77779], [-14.67612, -33.96851, -7.07242], [-14.70506, -35.32235, -7.63914], [-14.32940, -33.86031, -5.66674], [-17.13019, -32.71941, -6.39331], [-16.87328, -31.93967, -5.14560], [-18.18935, -33.73723, -6.38981], [-14.00970, -31.90122, -9.14995], [-13.09126, -32.12129, -7.64545], [-13.43808, -30.57721, -8.13956], [-15.66687, -29.46368, -7.28443], [-17.03289, -30.62380, -7.43880], [-16.05568, -30.13547, -8.84822], [-13.69185, -35.71823, -7.65215], [-15.29915, -36.06853, -7.10235], [-15.17125, -35.26856, -8.60722], [-13.30499, -34.19487, -5.49083], [-14.31682, -32.78973, -5.41476], [-14.91580, -34.45156, -4.96366], [-17.77142, -31.33300, -4.95358], [-16.65240, -32.62666, -4.32567], [-15.98066, -31.37385, -5.30494], [-18.04506, -34.50365, -5.63692], [-18.36041, -34.10009, -7.38953], [-19.14917, -33.31617, -6.08177], [-16.79141, -22.14773, -2.76937], [-16.21805, -21.16564, -3.74621], [-14.59054, -20.84963, -3.89117], [-13.75397, -21.99558, -4.31246], [-13.94497, -20.08914, -2.83207], [-16.80801, -19.65431, -3.24762], [-16.74134, -18.53387, -4.18785], [-17.82228, -19.68417, -2.21219], [-16.61441, -21.43782, -5.32373], [-15.89924, -20.88385, -6.52158], [-18.07063, -21.84476, -5.46743], [-12.83727, -21.57480, -4.68943], [-14.20694, -22.59791, -5.09302], [-13.64253, -22.63780, -3.44489], [-13.64901, -20.65970, -1.94384], [-14.61591, -19.31347, -2.49079], [-13.01096, -19.61778, -3.14704], [-16.74489, -17.54174, -3.70703], [-15.79426, -18.55961, -4.71818], [-17.56345, -18.57341, -4.90531], [-17.62892, -20.54535, -1.58807], [-17.76153, -18.75085, -1.65238], [-18.88262, -19.73216, -2.48881], [-16.66611, -20.26366, -6.99946], [-15.22325, -20.11253, -6.19535], [-15.51536, -21.72460, -7.09877], [-18.77957, -21.06031, -5.70532], [-18.34437, -22.35083, -4.54479], [-18.18895, -22.57450, -6.27668], [-16.41646, -28.06170, 1.44086], [-16.10096, -26.88725, 2.18358], [-14.75939, -26.10098, 1.81766], [-14.71700, -24.84386, 2.58257], [-13.56484, -27.12968, 1.98428], [-13.42736, -27.67039, 3.33822], [-14.61833, -26.09109, 0.27262], [-15.66694, -25.26185, -0.41804], [-16.46739, -28.93941, 2.07492], [-15.58411, -28.33022, 0.79909], [-17.35406, -27.99574, 0.91505], [-12.47166, -27.38577, 3.76414], [-13.49655, -28.75007, 3.27565], [-14.22875, -27.29640, 3.98202], [-16.40756, -24.85615, 0.26336], [-16.19140, -25.97725, -1.03040], [-15.32151, -24.40606, -0.99176], [-14.54757, -25.96695, -10.98834], [-14.83760, -24.61425, -11.41936], [-15.99122, -23.69685, -10.95739], [-15.93562, -22.41948, -11.67907], [-17.18671, -24.64994, -11.19144], [-18.54226, -24.04557, -10.97216], [-16.00284, -23.37026, -9.41864], [-16.11457, -24.46731, -8.42395], [-13.61338, -25.95799, -10.44697], [-14.42213, -26.63400, -11.83827], [-15.37337, -26.28414, -10.36492], [-18.82649, -23.63400, -11.93335], [-18.56741, -23.31238, -10.16355], [-19.15240, -24.89481, -10.67682], [-16.48071, -24.00302, -7.52203], [-15.13992, -24.92877, -8.20154], [-16.84725, -25.19391, -8.77610]], "mulliken_charge": [-0.79, -0.62, 0.83, -0.30, -1.05, 0.30, -0.90, -0.98, 1.73, -0.70, -1.18, -0.57, 0.64, -0.01, 0.35, 0.23, 0.29, 0.40, 0.34, 0.16, 0.27, 0.33, 0.31, 0.46, 0.43, -0.65, 0.33, 0.22, 0.24, -0.17, -0.90, 1.42, -0.57, -0.99, 0.60, 0.14, -0.25, 1.68, -0.42, 0.21, 0.17, -0.10, 0.33, -0.09, 0.02, 0.51, -0.12, 0.32, -0.61, -0.04, 0.17, -0.21, 0.07, -0.66, 0.31, -0.62, -0.09, -0.19, -1.02, 1.09, 0.17, -1.05, -0.88, 0.18, -0.64, -0.48, 0.53, -1.10, -1.16, 0.30, 0.35, 0.31, 0.51, 0.22, 0.07, 0.45, 0.28, -0.30, -0.17, 0.34, 0.23, 0.31, 0.27, 0.38, 0.35, 0.25, 0.28, -0.90, 0.34, 0.49, -1.02, -0.66, 0.31, 0.23, -0.89, 0.27, -1.21, -1.19, 0.18, 0.37, 0.41, -0.07, 0.58, -0.11, -0.03, 0.01, -0.13, 0.25, 0.07, 0.35, 0.36, 0.38, 0.37, 0.47, 0.26, 0.30, -0.54, 0.26, 0.10, -1.07, -0.74, 1.33, -0.85, -1.14, 0.01, -0.80, -1.04, 0.27, 0.36, 0.42, 0.40, -0.12, 0.43, 0.31, 0.19, -0.40, 0.00, 0.40, 0.32, 0.12, 0.26, 0.39, 0.21, 0.48, 0.31, -0.94, 0.59, 0.55, -1.23, -0.99, 0.01, -1.06, -0.98, 0.19, -1.03, -1.05, 0.42, 0.25, 0.42, 0.32, 0.19, 0.29, 0.34, 0.36, 0.36, 0.31, 0.29, 0.40, 0.36, 0.28, 0.38, 0.43, 0.25, 0.29, -0.90, 0.22, 0.76, -0.63, -1.05, 0.33, -1.09, -0.83, 0.31, -0.46, -1.19, 0.51, 0.26, -0.26, 0.07, 0.44, 0.32, 0.32, 0.30, 0.40, 0.57, -0.11, 0.32, 0.41, 0.27, -0.23, 0.32, 0.38, 0.36, -1.15, 0.60, 0.56, -0.83, -0.85, 0.35, -0.99, -0.98, 1.09, -1.19, -1.22, 0.67, -0.34, 0.07, 0.34, 0.41, -0.05, 0.35, 0.29, 0.22, 0.28, 0.29, 0.31, 0.49, 0.41, 0.02, 0.44, 0.19, 0.19, -0.54, -0.41, 0.31, -0.84, 0.09, -0.59, 0.60, -1.13, 0.33, 0.01, 0.45, 0.30, -0.09, 0.46, 0.58, 0.25, 0.32, 0.06, -0.30, 0.41, -0.81, -0.25, -0.69, -0.01, 0.37, -0.27, 0.26, 0.38, 0.27, 0.29, 0.28, -0.72, 0.14, 0.61]}